(1)
{
  "formula": "C25H50Br2N2O12P3",
  "method": "ωB97M-V/def2-TZVPD",
  "charge": -1,
  "gap_ev": 3.5110,
  "multiplicity": 1,
  "elements": ["C", "C", "O", "C", "C", "P", "N", "C", "C", "C", "C", "C", "O", "C", "C", "C", "C", "C", "C", "C", "O", "N", "O", "C", "Br", "C", "C", "Br", "H", "H", "H", "H", "H", "H", "H", "H", "H", "H", "H", "H", "H", "H", "H", "H", "H", "H", "H", "H", "H", "H", "H", "H", "H", "H", "H", "H", "H", "H", "H", "H", "C", "O", "P", "O", "O", "C", "O", "C", "H", "H", "H", "H", "H", "H", "H", "H", "H", "C", "O", "P", "O", "O", "C", "O", "C", "H", "H", "H", "H", "H", "H", "H", "H", "H"],
  "coordinates": [[-1.23, -2.83, 7.23], [-2.32, -3.27, 6.17], [-2.37, -2.28, 5.15], [-2.51, -2.89, 3.81], [-1.09, -3.31, 3.35], [-0.83, -3.97, 1.56], [-2.17, -2.99, 0.91], [-0.52, -4.74, -0.19], [-1.62, -5.65, -0.82], [0.51, -2.69, 1.11], [0.19, -1.58, 0.03], [-0.31, -0.20, 0.68], [1.37, -1.20, -0.75], [2.51, -0.96, 0.06], [3.44, 0.14, -0.58], [4.36, -0.11, -1.67], [5.22, 0.96, -2.18], [5.15, 2.30, -1.61], [4.21, 2.59, -0.51], [3.38, 1.49, -0.05], [-2.12, -5.22, 1.97], [-3.38, -4.95, 1.64], [-4.13, -5.70, 2.22], [0.39, -5.34, 2.22], [-0.06, -7.27, 1.84], [1.52, -5.28, 2.96], [2.37, -6.55, 3.38], [2.23, -3.64, 3.70], [-1.60, -2.02, 7.91], [-0.97, -3.70, 7.90], [-0.28, -2.50, 6.74], [-2.10, -4.31, 5.81], [-3.31, -3.20, 6.73], [-3.05, -2.12, 3.21], [-3.13, -3.82, 4.00], [-0.41, -2.48, 3.65], [-0.80, -4.18, 4.02], [-2.26, -3.03, -0.10], [-2.21, -2.04, 1.25], [-0.36, -3.96, -0.99], [0.50, -5.23, -0.14], [-1.25, -6.02, -1.82], [-1.98, -6.52, -0.24], [-2.52, -5.01, -1.07], [0.83, -2.01, 1.95], [1.44, -3.28, 0.87], [-0.57, -1.84, -0.74], [-1.32, 0.05, 0.23], [0.36, 0.66, 0.43], [-0.51, -0.33, 1.78], [3.14, -1.90, 0.08], [2.32, -0.65, 1.12], [4.44, -1.12, -2.15], [5.92, 0.77, -3.02], [5.81, 3.09, -2.01], [4.16, 3.60, -0.06], [2.66, 1.70, 0.77], [2.69, -7.06, 2.43], [1.75, -7.23, 4.02], [3.28, -6.25, 3.95], [2.53, 6.22, 0.45], [1.88, 5.27, 1.28], [0.38, 4.65, 0.74], [0.87, 4.53, -0.69], [-0.33, 6.11, 1.03], [-0.34, 6.59, 2.38], [-1.13, 3.97, 0.33], [-1.90, 4.61, -0.68], [3.24, 6.77, 1.08], [3.09, 5.71, -0.33], [1.82, 6.93, 0.02], [0.35, 7.44, 2.46], [-0.04, 5.82, 3.09], [-1.35, 6.93, 2.62], [-1.36, 4.63, -1.62], [-2.20, 5.61, -0.38], [-2.81, 4.01, -0.81], [-3.67, 4.04, -7.56], [-3.10, 2.86, -7.01], [-1.96, 3.04, -5.76], [-2.72, 4.14, -5.05], [-0.86, 3.64, -6.84], [-0.48, 2.81, -7.94], [-0.77, 2.90, -4.56], [-0.01, 4.05, -4.23], [-4.06, 3.78, -8.55], [-4.50, 4.37, -6.94], [-2.93, 4.83, -7.67], [-0.90, 3.22, -8.85], [-0.84, 1.78, -7.81], [0.61, 2.80, -8.02], [-0.65, 4.86, -3.87], [0.59, 4.39, -5.08], [0.68, 3.77, -3.43]]
}

***

(2)
{
  "formula": "C14H20N2O4",
  "method": "ωB97M-V/def2-TZVPD",
  "charge": 0,
  "smiles": "CC(C)[C@H](N)C(=O)N[C@@H](Cc1ccc(O)cc1)C(=O)O",
  "e_above_lowest_kj_mol": 411.48,
  "gap_ev": 9.0026,
  "multiplicity": 1,
  "elements": ["C", "C", "C", "C", "N", "C", "O", "N", "C", "C", "C", "C", "C", "C", "O", "C", "C", "C", "O", "O", "H", "H", "H", "H", "H", "H", "H", "H", "H", "H", "H", "H", "H", "H", "H", "H", "H", "H", "H", "H"],
  "coordinates": [[4.10, 1.63, -1.35], [3.56, 0.24, -0.88], [3.44, 0.04, 0.53], [2.18, -0.23, -1.53], [2.33, -0.65, -2.92], [1.08, 0.90, -1.21], [1.27, 2.03, -1.47], [0.05, 0.40, -0.57], [-0.30, -1.00, -0.38], [-0.91, -1.41, 1.01], [-1.95, -0.43, 1.45], [-1.70, 0.46, 2.39], [-2.77, 1.35, 2.79], [-4.05, 1.14, 2.34], [-5.00, 2.13, 2.65], [-4.36, -0.03, 1.73], [-3.32, -0.64, 1.10], [-1.45, -1.36, -1.32], [-2.16, -0.50, -1.79], [-1.55, -2.64, -1.61], [3.70, 1.82, -2.33], [3.84, 2.33, -0.56], [5.23, 1.68, -1.50], [4.30, -0.60, -1.23], [4.22, -0.12, 1.25], [2.66, -0.68, 0.70], [2.80, 0.86, 0.81], [2.05, -1.09, -0.91], [2.97, -0.07, -3.53], [1.53, -1.03, -3.44], [-0.75, 1.05, -0.51], [0.52, -1.71, -0.48], [-0.14, -1.49, 1.74], [-1.39, -2.50, 1.10], [-0.74, 0.68, 2.73], [-2.57, 2.33, 3.17], [-5.78, 1.59, 2.58], [-5.37, -0.51, 1.58], [-3.57, -1.44, 0.37], [-1.97, -2.53, -2.53]]
}